# 1
ORCA calculation (wB97M-V/def2-TZVPD) on H4N2Si in the gas phase at a distorted geometry.

```
7
Properties=species:S:1:pos:R:3:lowdin_charge:R:1
N 0.727 -0.752 0.109 -0.234
N 0.776 0.745 -0.029 -0.239
Si -0.827 0.013 0.081 0.531
H 1.119 -1.349 -0.600 0.026
H 1.362 1.307 0.710 0.078
H -1.248 0.545 -1.182 -0.078
H -1.909 -0.510 0.912 -0.085
```

Results
energy relative to the best compared isomer or geometry (same formula, charge and spin) = 47.8 kcal/mol
HOMO level = -8.585 eV
E = -401.3043 Ha
SMILES = N1N[SiH2]1
spin multiplicity = 1

=====

# 2
ORCA calculation (wB97M-V/def2-TZVPD) on 2 unconnected molecules or ions with the total composition C2H8NO2 at a distorted geometry.

```
13
Properties=species:S:1:pos:R:3:mulliken_spin:R:1
C -1.738 0.531 -0.397 0.001
N -0.674 -0.162 -1.078 0.033
H -2.716 0.009 -0.516 0.005
H -1.981 1.518 -0.782 0.001
H -1.521 0.643 0.653 0.002
H 0.368 0.149 -0.719 -0.003
H -0.633 -1.107 -0.826 0.000
H -0.754 -0.127 -2.079 0.000
O 1.538 -0.217 -0.072 0.859
C 2.128 -0.687 0.994 -0.067
O 1.707 -0.024 2.087 0.162
H 2.969 -1.409 0.926 0.018
H 1.304 0.885 1.810 -0.011
```

Results
energy relative to the best compared isomer or geometry (same formula, charge and spin) = 52.1 kcal/mol
HOMO level (spin up / spin down) = -22.029 / -21.970 eV
E = -285.3630 Ha
total charge = +2
spin multiplicity = 2

=====

# 3
ORCA calculation (wB97M-V/def2-TZVPD) on C2H3N3S in the gas phase at a distorted geometry.

```
9
Properties=species:S:1:pos:R:3:lowdin_charge:R:1
H 1.695 -1.706 -0.287 0.042
N 1.763 -0.713 -0.180 0.144
C 0.624 -0.097 -0.181 -0.494
C 0.868 1.289 -0.058 -0.274
N 0.998 2.393 -0.148 0.192
N -0.727 -0.619 -0.075 -0.402
S -1.953 0.609 -0.271 0.702
H -1.015 -1.661 0.011 0.138
H -2.255 0.505 1.189 -0.048
```

Results
energy relative to the best compared isomer or geometry (same formula, charge and spin) = 47.2 kcal/mol
HOMO level = -9.808 eV
E = -640.3846 Ha
SMILES = [H]/N=C(/C#N)NS
spin multiplicity = 1

=====

# 4
ORCA calculation (wB97M-V/def2-TZVPD) on 2 unconnected molecules or ions with the total composition C2H8OS at a distorted geometry.

```
12
Properties=species:S:1:pos:R:3:lowdin_charge:R:1
C 1.702 -0.400 1.441 -0.122
O 1.809 0.861 0.676 -0.160
H 2.665 -0.568 1.908 0.072
H 1.272 -1.167 0.812 0.047
H 0.971 -0.133 2.203 0.069
H 1.471 0.600 -0.175 -0.003
C -1.797 0.450 0.086 -0.453
S -0.817 -0.438 -1.184 0.637
H -2.277 1.251 -0.471 0.017
H -1.065 0.945 0.721 0.012
H -2.502 -0.086 0.706 0.033
H -1.859 -1.137 -1.680 -0.150
```

Results
energy relative to the best compared isomer or geometry (same formula, charge and spin) = 22.0 kcal/mol
HOMO level = -9.375 eV
E = -554.3827 Ha
SMILES = CO.CS
spin multiplicity = 1

=====

# 5
ORCA calculation (wB97M-V/def2-TZVPD) on a molecular structure, C10H20N4PdS4.

```
39
Properties=species:S:1:pos:R:3:mulliken_spin:R:1
Pd 0.117 -0.662 -1.061 1.142
C -2.475 0.574 -2.726 -0.013
C -2.712 -0.904 -2.996 0.005
S -1.294 -2.030 -2.728 0.154
C -0.262 -1.816 -4.223 0.002
C 0.582 -0.555 -4.310 -0.010
S 1.723 -0.412 -2.888 0.282
C 1.923 1.401 -2.766 -0.009
C 2.382 1.801 -1.373 0.001
S 1.289 1.341 0.019 0.161
C -0.022 2.617 -0.031 0.007
C -1.101 2.467 -1.094 -0.014
S -1.860 0.806 -1.019 0.175
H -3.417 1.116 -2.813 0.006
H -1.758 1.011 -3.416 0.001
H -3.062 -1.052 -4.017 0.005
H -3.476 -1.296 -2.323 -0.002
H -0.925 -1.875 -5.086 0.004
H 0.371 -2.704 -4.225 -0.001
H -0.023 0.347 -4.356 -0.003
H 1.200 -0.602 -5.208 0.011
H 0.980 1.869 -3.037 -0.002
H 2.680 1.695 -3.494 0.011
H 2.528 2.880 -1.327 0.004
H 3.334 1.327 -1.133 0.000
H 0.474 3.581 -0.139 0.005
H -0.462 2.580 0.966 -0.003
H -0.715 2.625 -2.099 -0.001
H -1.891 3.195 -0.910 0.006
N 3.027 -6.228 1.624 0.001
C 2.062 -5.332 1.444 0.000
N 0.851 -5.565 1.965 0.001
N 2.353 -4.246 0.756 0.011
C 1.644 -3.263 0.382 0.017
N 1.079 -2.312 0.008 0.046
H 2.880 -7.058 2.172 0.000
H 3.944 -6.054 1.252 0.000
H 0.656 -6.390 2.505 0.000
H 0.122 -4.880 1.882 0.000
```

Results
HOMO level (spin up / spin down) = -14.360 / -14.813 eV
E = -2332.2017 Ha
total charge = +2
spin multiplicity = 3

=====

# 6
ORCA calculation (wB97M-V/def2-TZVPD) on C6H10O in the gas phase.

```
17
Properties=species:S:1:pos:R:3:lowdin_charge:R:1
C -2.274 -0.212 0.057 -0.076
C -0.853 0.117 -0.315 -0.362
C 0.198 -0.999 -0.166 -0.068
C 1.162 0.125 0.219 -0.472
C 2.409 0.239 -0.515 -0.070
O 2.384 -0.055 0.886 0.005
C 0.001 1.022 0.606 -0.045
H -2.298 -0.679 1.047 0.079
H -2.896 0.688 0.072 0.077
H -2.696 -0.921 -0.664 0.079
H -0.794 0.520 -1.335 0.143
H 0.003 -1.668 0.679 0.124
H 0.384 -1.615 -1.057 0.117
H 2.499 -0.645 -1.143 0.109
H 2.946 1.137 -0.822 0.118
H 0.021 2.101 0.427 0.115
H -0.237 0.823 1.660 0.127
```

Results
energy relative to the best compared isomer or geometry (same formula, charge and spin) = 37.6 kcal/mol
HOMO level = -9.877 eV
E = -309.7825 Ha
SMILES = C[C@H]1C[C@]2(CO2)C1
spin multiplicity = 1

=====

# 7
ORCA calculation (wB97M-V/def2-TZVPD) on C4H6N2OS in the gas phase at a distorted geometry.

```
14
Properties=species:S:1:pos:R:3:lowdin_charge:R:1
O -0.603 -1.514 -1.107 -0.015
C -0.996 -1.033 0.159 -0.268
C -1.252 0.440 0.375 -0.199
N -0.818 1.389 -0.612 0.086
C 0.440 1.312 -0.693 -0.230
N 1.031 0.359 0.137 -0.476
S 2.513 -0.369 -0.193 0.822
C -0.005 -0.233 0.907 -0.241
H -1.048 -1.067 -1.832 0.097
H -1.699 -1.693 0.693 0.152
H -2.173 0.767 0.908 0.147
H 1.116 1.817 -1.363 0.117
H 3.281 0.333 0.675 -0.137
H 0.211 -0.509 1.945 0.146
```

Results
energy relative to the best compared isomer or geometry (same formula, charge and spin) = 75.1 kcal/mol
HOMO level = -8.738 eV
E = -738.8849 Ha
SMILES = O[C@@H]1[C@@H]2N=CN(S)[C@H]12
spin multiplicity = 1

=====

# 8
ORCA calculation (wB97M-V/def2-TZVPD) on a gas-phase ion, CH3N2O3S (charge -1) at a distorted geometry.

```
10
Properties=species:S:1:pos:R:3:lowdin_charge:R:1
C 0.291 0.053 0.334 -0.478
N 2.384 -0.271 -0.462 -0.109
N 1.137 -0.736 -0.293 -0.106
O -3.168 -1.148 0.105 -0.485
O -0.806 -0.245 0.832 -0.262
O -3.073 1.127 0.835 -0.507
S -2.483 0.108 -0.027 0.696
H 0.635 1.098 0.500 0.112
H 2.340 0.724 -0.403 0.023
H 2.743 -0.712 -1.422 0.115
```

Results
energy relative to the best compared isomer or geometry (same formula, charge and spin) = 42.9 kcal/mol
HOMO level = -3.744 eV
E = -773.3235 Ha
total charge = -1
spin multiplicity = 1

=====

- Look up the spin multiplicity of the first one.
  1

=====

- What is the formula in the fourth record?
  C2H8OS

=====

- Look up the spin multiplicity of the fifth one.
  3